Record 1
8
Properties=species:S:1:pos:R:3:lowdin_charge:R:1 method="wB97M-V/def2-TZVPD" gap_ev=8.0993 total_charge=-1 de_lowest_kcal_mol=8.9 homo_energy_ev=-3.389
O -1.3162 0.0335 -1.6981 -0.4001
H -1.4962 0.9332 -1.3458 -0.0763
C 0.7735 -0.1436 0.7357 -0.3066
O -0.3329 -0.8852 0.2626 -0.3045
H 1.6031 -0.1420 -0.0337 0.0541
H 1.1026 -0.4695 1.7848 0.0487
H 0.4740 1.0074 0.8960 0.0704
H -0.8080 -0.3338 -0.6013 -0.0857

Record 2
19
Properties=species:S:1:pos:R:3:lowdin_charge:R:1 method="wB97M-V/def2-TZVPD" gap_ev=8.9787 de_lowest_kcal_mol=119.2 homo_energy_ev=-7.988
C -2.4835 -0.8109 0.3519 -0.1090
C -1.1390 -1.0015 -0.3430 -0.2653
C -0.0416 -0.1639 0.2990 -0.3332
C 1.2693 -0.0531 -0.4022 -0.3179
C 2.4486 0.6437 0.2458 -0.0946
C -0.3218 1.6622 -0.5100 -0.1611
O -0.2585 2.7479 -0.0545 0.0466
H -3.2699 -1.3828 -0.1515 0.0721
H -2.4407 -1.1451 1.3956 0.0757
H -2.7677 0.2468 0.3430 0.0737
H -0.8765 -2.0696 -0.3436 0.1117
H -1.2176 -0.7016 -1.3971 0.1137
H -0.1382 0.1468 1.3401 0.1399
H 1.4502 -0.7505 -1.2197 0.1223
H 0.9087 -1.0124 0.5094 0.1784
H 3.2391 0.7801 -0.4969 0.0812
H 2.8775 0.0867 1.0879 0.0787
H 2.1542 1.6361 0.6113 0.0753
H 0.6073 1.1412 -1.2654 0.1119

Record 3
17
Properties=species:S:1:pos:R:3:lowdin_charge:R:1 method="wB97M-V/def2-TZVPD" gap_ev="7.9063 / 7.9034" de_lowest_kcal_mol=153.9 homo_energy_ev="-7.777 / -7.775"
C -1.1418 -0.8692 -0.2346 -0.2197
C -1.2955 2.1809 1.2770 0.0819
C -0.4258 0.2017 0.0774 -0.2039
C -0.3876 -2.0949 -0.6158 -0.1429
N -2.4843 2.1799 1.3843 0.1547
N 2.0605 -0.4203 -1.0534 -0.0919
O 1.4336 1.9452 0.2359 -0.3917
O 1.7526 -0.0145 1.5416 -0.3123
S 1.3172 0.4727 0.2839 0.5816
H -2.1112 -0.9169 -0.5987 0.0701
H -0.1733 2.2578 1.3006 0.0641
H 0.2644 -1.8634 -1.4868 0.0618
H -1.0392 -2.9250 -0.8624 0.0614
H 0.3286 -2.3509 0.2170 0.0919
H -3.0956 2.9205 1.5856 0.0723
H 1.9691 0.0196 -1.9636 0.0603
H 3.0284 -0.7232 -1.0881 0.0625

Record 4
37
Properties=species:S:1:pos:R:3:lowdin_charge:R:1 method="wB97M-V/def2-TZVPD" gap_ev=9.0793 smiles="C[C@@H](O)[C@H](N)C(=O)N[C@@H](Cc1ccccc1)C(=O)O" de_lowest_kcal_mol=143.5 homo_energy_ev=-8.727
C -3.2112 -0.1163 1.0434 -0.2344
C -1.6336 -0.3984 0.9147 -0.3262
C -3.8141 -0.2600 -0.5432 -0.3825
C -3.9384 -1.6976 -1.0884 -0.0453
C 0.4226 0.6302 0.4976 -0.1296
C 1.1104 2.0349 0.5426 -0.4427
C 1.3951 -0.1103 -0.7209 -0.0505
C 2.8216 -0.3850 -0.3015 -0.2148
C 3.2379 -1.4834 0.3824 -0.0962
C 3.8750 0.5095 -0.9172 -0.0527
C 4.5679 -1.6792 0.5424 -0.1147
C 5.1476 0.4210 -0.5497 -0.1271
C 5.5534 -0.6917 0.2549 -0.0739
H -4.2310 1.6381 2.1672 0.1788
H -4.1939 1.6456 0.2875 0.1416
H -3.7223 -0.8213 1.6207 0.1079
H -3.0774 0.2811 -1.1264 0.1144
H -5.8634 -0.0096 -0.5384 0.1749
H -4.6124 -2.3316 -0.3447 0.1218
H -4.3441 -1.6582 -2.1104 0.0825
H -2.9680 -2.1468 -0.9537 0.0627
H -1.6021 1.5156 0.3195 0.1611
H 0.5804 -0.0490 1.3356 0.1307
H 1.3421 0.3533 -1.7000 0.1030
H 1.0771 -1.1643 -0.7941 0.1109
H 2.5185 -2.3442 0.6278 0.1506
H 3.4624 1.3462 -1.4422 0.0966
H 4.8677 -2.5226 1.2186 0.1147
H 5.9036 1.3790 -0.7413 0.1642
H 6.6002 -0.7189 0.7008 0.1162
H 0.5398 2.4897 -1.2900 0.0967
N -3.5726 1.2781 1.2214 -0.0689
N -1.0137 0.6221 0.1855 0.0783
O -1.1359 -1.4417 1.5472 -0.0179
O -4.9984 0.4860 -0.9001 -0.1202
O 2.0080 2.4044 1.1723 0.1631
O 0.9013 2.9952 -0.5200 0.0267

Record 5
78
Properties=species:S:1:pos:R:3:lowdin_charge:R:1 method="wB97M-V/def2-TZVPD" gap_ev=6.6876 total_charge=-1 homo_energy_ev=-4.931
C 3.1997 1.7266 -1.5142 -0.0060
C 2.1142 2.0061 -2.5202 -0.6132
O 2.1376 1.5031 -3.5845 0.0385
N 1.1046 2.8649 -2.0793 -0.0288
Ga -0.4817 2.9574 -3.2510 0.2885
P -2.3392 1.8797 -2.2200 0.0915
O -2.1144 0.2728 -1.9963 -0.3023
O -2.5739 2.4428 -0.6755 -0.3205
S -3.9050 2.2514 -3.3315 0.1928
C 1.6237 4.1466 -1.7846 -0.6093
C 1.9522 5.0974 -2.9092 -0.0318
O 1.8490 4.4862 -0.6859 0.1106
H 4.1240 2.2278 -1.7803 0.0642
H 2.8990 2.1027 -0.5603 0.0542
H 3.3763 0.6645 -1.4762 0.0796
H -0.3323 2.3250 -4.6923 -0.0776
H -0.9043 4.4994 -3.3475 -0.0576
H -2.0571 -0.1084 -2.8798 0.0467
H -2.6969 3.3972 -0.7616 0.0603
H 1.5176 6.0616 -2.7238 0.0750
H 1.6199 4.7182 -3.8634 0.0488
H 3.0244 5.2246 -2.8752 0.0814
C 6.8974 1.2147 -2.9076 -0.6833
O 6.6926 1.6319 -1.7854 0.0313
N 6.0044 1.3803 -3.9281 0.1632
N 8.0420 0.5324 -3.2409 0.1352
H 6.1524 1.0371 -4.8571 0.0909
H 5.1457 1.8589 -3.7176 0.0871
H 8.7158 0.3890 -2.5131 0.0940
H 8.2289 0.1757 -4.1578 0.0828
C -4.2967 -0.4277 1.3932 -0.6807
O -5.3782 -0.2895 0.8334 0.0003
N -3.2067 0.3262 1.1033 0.1686
N -4.1255 -1.3625 2.3805 0.1464
H -2.3267 0.2117 1.5689 0.0981
H -3.2787 1.0378 0.3801 0.0555
H -4.9182 -1.9281 2.6244 0.0678
H -3.2677 -1.4948 2.8798 0.0906
C 2.3620 -0.6949 1.2117 -0.6679
O 2.7649 0.4519 1.1805 0.0342
N 1.5587 -1.2171 0.2382 0.1683
N 2.6707 -1.5654 2.2244 0.1450
H 1.2165 -2.1596 0.2507 0.0919
H 1.2999 -0.6105 -0.5195 0.0998
H 3.2512 -1.2083 2.9573 0.0794
H 2.3608 -2.5213 2.2722 0.0345
C 2.2435 -5.4597 3.0626 -0.6588
O 2.0766 -4.4395 2.4116 0.0045
N 1.2346 -6.0382 3.7764 0.1534
N 3.4498 -6.0894 3.1255 0.1711
H 1.3466 -6.8734 4.3178 0.0919
H 0.3366 -5.5917 3.7463 0.1054
H 4.2165 -5.6790 2.6169 0.0760
H 3.6109 -6.9247 3.6542 0.0972
C -7.1813 -1.6062 4.3645 -0.6805
O -6.0876 -2.0652 4.6513 0.0073
N -7.3466 -0.6593 3.4001 0.1715
N -8.3317 -2.0182 4.9871 0.1382
H -8.2372 -0.2780 3.1462 0.0964
H -6.5261 -0.3470 2.9030 0.0731
H -8.2417 -2.7180 5.6988 0.0946
H -9.2403 -1.6593 4.7665 0.0860
C 6.2237 -3.8868 3.5618 -0.6772
O 6.3494 -4.8066 2.7690 0.0103
N 5.1789 -3.0159 3.5093 0.1669
N 7.1217 -3.6652 4.5712 0.1466
H 5.0518 -2.2603 4.1549 0.0956
H 4.5075 -3.1455 2.7713 0.0755
H 7.9019 -4.2910 4.6355 0.0987
H 7.0394 -2.9172 5.2324 0.0908
C -7.3858 3.9501 -4.5220 -0.6921
O -6.4640 4.7378 -4.5238 0.0254
N -7.2360 2.6086 -4.3170 0.1463
N -8.6871 4.3538 -4.7331 0.1257
H -8.0069 1.9694 -4.3213 0.0843
H -6.3096 2.2405 -4.1512 -0.0089
H -8.8414 5.3315 -4.8877 0.0896
H -9.4690 3.7283 -4.7372 0.0774

Record 6
20
Properties=species:S:1:pos:R:3:mulliken_spin:R:1 method="wB97M-V/def2-TZVPD" gap_ev="11.7348 / 4.9319" total_charge=+1 multiplicity=2 de_lowest_kcal_mol=70.7 homo_energy_ev="-14.876 / -13.621"
C -1.6045 1.7201 1.4185 0.0428
C -0.6033 1.0170 0.6322 0.0107
C -0.6407 -0.5197 0.5128 0.0095
C 0.6128 -1.0961 -0.1759 0.0663
C 1.0557 -1.8120 -2.6149 0.2891
C 0.6123 -1.0851 -1.6011 0.0974
N 0.7253 1.3235 1.2468 0.3394
H -2.6672 1.6453 1.0726 0.0066
H -1.3169 2.7546 1.7324 0.0005
H -1.7702 1.1284 2.3704 -0.0023
H -0.4740 1.4177 -0.3584 -0.0001
H -1.5227 -0.8498 -0.0580 -0.0047
H -0.7632 -1.0683 1.5052 0.0020
H 1.4839 -0.5561 0.4517 0.0963
H 0.8479 -2.2087 0.2294 0.0272
H 1.0026 -1.4803 -3.6649 0.0081
H 1.6553 -2.7448 -2.5731 0.0129
H 0.2225 -0.1120 -1.9284 0.0060
H 0.7892 1.1493 2.2447 -0.0032
H 0.8413 2.3150 1.2194 -0.0044

Record 7
13
Properties=species:S:1:pos:R:3:lowdin_charge:R:1 method="wB97M-V/def2-TZVPD" gap_ev=9.7939 smiles="CC=C=N.C#C" de_lowest_kcal_mol=85.5 homo_energy_ev=-8.792
C -1.2464 -0.4832 -1.9097 -0.1110
C -0.7814 0.0477 0.3776 -0.2393
C -0.2981 -0.4504 -0.7303 -0.1582
C 2.8792 0.5840 1.3318 -0.0025
C 1.8488 0.7522 1.9293 -0.0195
N -1.3473 0.6063 1.3200 0.1257
H -2.0065 -1.2584 -1.7605 0.0717
H -1.7665 0.4745 -2.0156 0.0765
H -0.7210 -0.6960 -2.8414 0.0666
H 0.6866 -0.9059 -0.7606 0.0954
H 3.7999 0.4484 0.8087 0.0147
H 0.9094 0.9106 2.4156 0.0050
H -1.9566 -0.0300 1.8350 0.0748